(A)
{
  "formula": "C3H8N2O",
  "method": "ωB97M-V/def2-TZVPD",
  "smiles": "CC/[N+]([O-])=N/C",
  "homo_ev": -9.30,
  "charge": 0,
  "multiplicity": 1,
  "orbital_gap_ev": 9.9,
  "species": ["C", "C", "C", "N", "N", "O", "H", "H", "H", "H", "H", "H", "H", "H"],
  "positions_angstrom": [[-0.573, -1.187, 1.476], [0.606, 2.040, -0.906], [-0.539, -1.275, -0.047], [-0.250, 1.014, -0.405], [0.313, -0.225, -0.587], [1.391, -0.443, -1.118], [-0.832, -0.172, 1.769], [-1.322, -1.868, 1.869], [0.395, -1.446, 1.900], [0.759, 1.923, -1.983], [1.601, 1.985, -0.445], [0.150, 3.004, -0.698], [-0.153, -2.239, -0.385], [-1.545, -1.111, -0.441]]
}

(B)
{
  "formula": "C3H8N2O",
  "method": "ωB97M-V/def2-TZVPD",
  "smiles": "CC(=O)NCN",
  "homo_ev": -9.40,
  "charge": 0,
  "multiplicity": 1,
  "orbital_gap_ev": 10.3,
  "species": ["O", "C", "N", "C", "N", "C", "H", "H", "H", "H", "H", "H", "H", "H"],
  "positions_angstrom": [[-2.024, 0.218, -0.344], [-1.112, 0.010, 0.433], [0.192, 0.100, 0.046], [0.576, 0.410, -1.348], [1.923, 0.104, -1.656], [-1.327, -0.356, 1.878], [0.889, -0.303, 0.649], [-0.146, -0.081, -2.003], [0.380, 1.477, -1.494], [2.620, 0.738, -1.294], [2.177, -0.869, -1.603], [-2.317, -0.063, 2.205], [-1.256, -1.447, 1.978], [-0.576, 0.062, 2.552]]
}

(C)
{
  "formula": "C3H8N2O",
  "method": "ωB97M-V/def2-TZVPD",
  "smiles": "NCCNC=O",
  "homo_ev": -9.26,
  "charge": 0,
  "multiplicity": 1,
  "orbital_gap_ev": 9.9,
  "species": ["C", "C", "C", "H", "H", "H", "H", "H", "H", "H", "H", "N", "N", "O"],
  "positions_angstrom": [[0.196, 1.006, -1.176], [-0.790, 0.077, -0.288], [0.454, -0.548, 1.853], [0.516, -0.299, -2.937], [-0.935, 0.865, -2.868], [-0.107, 2.260, -1.028], [1.346, 0.943, -0.711], [-1.932, 0.449, -0.279], [-0.711, -1.067, -0.456], [-0.295, 1.403, 1.466], [1.046, 0.103, 2.729], [0.177, 0.759, -2.619], [-0.360, 0.308, 1.105], [0.399, -1.917, 1.544]]
}

(D)
{
  "formula": "C3H8N2O",
  "method": "ωB97M-V/def2-TZVPD",
  "smiles": "NCCNC=O",
  "homo_ev": -9.49,
  "charge": 0,
  "multiplicity": 1,
  "orbital_gap_ev": 10.4,
  "species": ["C", "N", "C", "C", "N", "O", "H", "H", "H", "H", "H", "H", "H", "H"],
  "positions_angstrom": [[-0.698, 2.113, -0.974], [-0.918, 1.048, -0.163], [-0.377, -0.263, -0.366], [0.488, -0.726, 0.791], [1.387, -1.810, 0.475], [-1.269, 3.176, -0.927], [0.012, 1.893, -1.793], [-1.513, 1.264, 0.628], [-1.205, -0.975, -0.446], [0.229, -0.302, -1.263], [-0.113, -0.897, 1.696], [1.098, 0.142, 1.065], [1.906, -2.076, 1.296], [0.972, -2.588, -0.019]]
}

Which structure loses on stability? (C) does.

(A)
{
  "formula": "C3H8N2O",
  "method": "ωB97M-V/def2-TZVPD",
  "smiles": "CC(C)=N.N=O",
  "homo_ev": -8.76,
  "charge": 0,
  "multiplicity": 1,
  "orbital_gap_ev": 9.2,
  "species": ["C", "C", "C", "N", "N", "O", "H", "H", "H", "H", "H", "H", "H", "H"],
  "positions_angstrom": [[0.380, -0.155, 0.187], [0.316, -0.574, -1.246], [1.721, 0.270, 0.699], [-0.608, -0.434, 0.923], [-2.814, 0.558, 0.368], [-3.047, 1.740, 0.234], [-0.317, 0.076, -1.729], [1.392, -0.569, -1.556], [-0.081, -1.517, -1.364], [2.004, 1.200, 0.429], [2.380, -0.285, 0.076], [1.924, -0.073, 1.681], [-2.837, 0.108, -0.563], [-0.414, -0.344, 1.862]]
}

(B)
{
  "formula": "C3H8N2O",
  "method": "ωB97M-V/def2-TZVPD",
  "homo_ev": -7.73,
  "charge": 0,
  "multiplicity": 1,
  "orbital_gap_ev": 8.6,
  "species": ["C", "C", "C", "N", "N", "O", "H", "H", "H", "H", "H", "H", "H", "H"],
  "positions_angstrom": [[-0.746, 1.401, 1.758], [1.460, -2.121, -0.882], [-0.977, 0.600, -1.017], [0.196, 0.927, 0.971], [0.279, 0.453, -0.214], [1.705, -2.474, 0.258], [-1.719, 1.496, 1.416], [-0.483, 1.460, 2.834], [0.484, -2.425, -1.294], [2.361, -1.567, -1.458], [-1.423, -0.500, -1.208], [-1.712, 1.256, -0.602], [-0.567, 0.756, -2.075], [1.143, 0.736, 1.513]]
}

(C)
{
  "formula": "C3H8N2O",
  "method": "ωB97M-V/def2-TZVPD",
  "smiles": "CNNC(C)=O",
  "homo_ev": -9.57,
  "charge": 0,
  "multiplicity": 1,
  "orbital_gap_ev": 10.4,
  "species": ["C", "C", "C", "H", "H", "H", "H", "H", "H", "H", "H", "N", "N", "O"],
  "positions_angstrom": [[1.955, -0.311, -0.403], [-1.406, -0.408, 0.080], [-1.665, 1.118, -0.013], [1.585, 0.393, -1.320], [1.979, -1.416, -0.534], [2.963, 0.078, -0.169], [1.286, 0.059, 1.614], [0.028, -1.833, 0.305], [-1.255, 1.417, -1.028], [-2.779, 1.157, -0.177], [-1.237, 1.660, 0.782], [0.933, 0.121, 0.608], [-0.095, -0.795, 0.310], [-2.290, -1.240, -0.058]]
}

Which structure loses on stability? (B) does.

(A)
{
  "formula": "C20H35Cl2N4O3SZn",
  "method": "ωB97M-V/def2-TZVPD",
  "homo_ev": -4.50,
  "charge": -1,
  "multiplicity": 1,
  "orbital_gap_ev": 7.0,
  "species": ["O", "C", "C", "C", "H", "C", "H", "C", "H", "C", "H", "C", "H", "H", "C", "C", "H", "H", "H", "C", "C", "H", "H", "H", "H", "Zn", "Cl", "Cl", "C", "O", "N", "C", "C", "H", "H", "H", "H", "H", "H", "H", "H", "H", "C", "C", "N", "H", "C", "O", "H", "H", "H", "H", "C", "N", "C", "S", "N", "C", "H", "H", "H", "H", "H", "H", "H", "H"],
  "positions_angstrom": [[-0.690, -0.497, -1.594], [-0.860, -1.283, -2.660], [-2.267, -1.934, -2.658], [-3.116, -1.872, -1.544], [-2.835, -1.283, -0.663], [-4.311, -2.603, -1.568], [-4.970, -2.584, -0.696], [-4.655, -3.364, -2.691], [-5.559, -3.967, -2.703], [-3.829, -3.366, -3.825], [-4.085, -3.929, -4.721], [-2.651, -2.625, -3.811], [-1.974, -2.589, -4.667], [-0.794, -0.656, -3.579], [1.546, -1.817, -3.408], [0.257, -2.337, -2.863], [2.092, -2.597, -3.962], [2.185, -1.481, -2.570], [1.345, -0.965, -4.070], [0.085, -3.578, -2.382], [1.156, -4.600, -2.191], [-0.908, -3.877, -2.031], [0.944, -5.515, -2.761], [1.226, -4.875, -1.131], [2.131, -4.209, -2.498], [0.529, -0.478, 0.027], [-1.113, -0.508, 1.582], [2.211, -1.956, -0.024], [1.796, -0.081, 2.941], [1.723, 0.766, 2.037], [2.312, 0.152, 4.169], [3.070, 1.367, 4.417], [2.390, -0.900, 5.167], [1.404, -1.109, 2.810], [2.783, 2.133, 3.686], [4.152, 1.187, 4.358], [2.870, 1.721, 5.433], [1.641, -1.662, 4.926], [2.196, -0.494, 6.164], [3.383, -1.369, 5.188], [3.696, 3.463, -1.735], [1.690, 4.646, -3.068], [3.358, 2.567, -2.272], [1.426, 3.636, -3.414], [1.919, 2.623, -2.495], [3.583, 1.679, -1.679], [1.099, 1.890, -1.725], [1.533, 1.121, -0.842], [0.335, 3.558, -3.490], [0.014, 2.012, -1.920], [3.862, 2.530, -3.242], [1.872, 3.486, -4.407], [-3.735, 3.357, 3.695], [-2.636, 3.728, 2.802], [-1.532, 2.969, 2.602], [-0.636, 3.226, 1.191], [-1.254, 2.071, 3.608], [-0.906, 2.585, 4.937], [-3.450, 2.518, 4.344], [-4.611, 3.077, 3.101], [-3.997, 4.232, 4.302], [-2.881, 4.283, 1.978], [-0.703, 1.265, 3.286], [-1.410, 1.983, 5.709], [0.180, 2.511, 5.103], [-1.232, 3.628, 5.044]]
}

(B)
{
  "formula": "C20H35Cl2N4O3SZn",
  "method": "ωB97M-V/def2-TZVPD",
  "homo_ev": -4.01,
  "charge": -1,
  "multiplicity": 1,
  "orbital_gap_ev": 6.5,
  "species": ["O", "C", "C", "C", "H", "C", "H", "C", "H", "C", "H", "C", "H", "H", "C", "C", "H", "H", "H", "C", "C", "H", "H", "H", "H", "Zn", "Cl", "Cl", "C", "O", "N", "C", "C", "H", "H", "H", "H", "H", "H", "H", "H", "H", "C", "C", "N", "H", "C", "O", "H", "H", "H", "H", "C", "N", "C", "S", "N", "C", "H", "H", "H", "H", "H", "H", "H", "H"],
  "positions_angstrom": [[1.497, 0.884, -1.371], [1.401, 1.493, -2.536], [1.397, 3.022, -2.399], [0.992, 3.655, -1.225], [0.659, 3.052, -0.373], [1.006, 5.055, -1.148], [0.690, 5.535, -0.222], [1.415, 5.813, -2.253], [1.405, 6.906, -2.193], [1.827, 5.175, -3.424], [2.147, 5.753, -4.292], [1.830, 3.777, -3.485], [2.145, 3.243, -4.388], [2.274, 1.199, -3.164], [0.339, -0.338, -4.134], [0.163, 0.995, -3.485], [0.085, -0.259, -5.203], [-0.325, -1.100, -3.697], [1.389, -0.650, -4.036], [-0.860, 1.824, -3.751], [-2.016, 1.521, -4.646], [-0.912, 2.806, -3.281], [-2.096, 2.252, -5.460], [-2.960, 1.588, -4.093], [-1.973, 0.529, -5.111], [-0.695, -0.145, -0.750], [-0.927, 1.223, 0.982], [-2.395, -0.644, -2.048], [-2.691, -1.604, 1.355], [-1.508, -1.955, 1.189], [-3.533, -2.166, 2.256], [-3.201, -3.451, 2.853], [-4.894, -1.683, 2.427], [-3.142, -0.775, 0.784], [-2.118, -3.597, 2.825], [-3.698, -4.274, 2.314], [-3.567, -3.466, 3.886], [-4.934, -0.636, 2.114], [-5.188, -1.772, 3.477], [-5.605, -2.264, 1.824], [1.931, -4.925, -0.931], [4.313, -3.755, -0.574], [1.800, -4.151, -1.696], [3.958, -3.004, -1.297], [2.500, -2.934, -1.313], [0.742, -3.926, -1.817], [1.825, -1.872, -0.851], [0.574, -1.812, -0.836], [4.369, -2.025, -1.027], [2.450, -1.041, -0.479], [2.227, -4.525, -2.631], [4.332, -3.294, -2.288], [1.274, 1.236, 5.833], [1.667, 0.044, 5.066], [0.962, -0.373, 3.977], [1.769, -1.102, 2.693], [-0.394, -0.178, 4.064], [-1.125, -0.689, 5.222], [0.212, 1.445, 5.705], [1.869, 2.100, 5.520], [1.490, 1.044, 6.886], [2.672, -0.065, 4.917], [-0.867, -0.284, 3.161], [-1.812, 0.082, 5.591], [-1.723, -1.575, 4.952], [-0.436, -0.943, 6.036]]
}

Which structure loses on stability? (B) does.